246
Properties=species:S:1:pos:R:3:forces:R:3:lowdin_charge:R:1 method="wB97M-V/def2-TZVPD" energy_ev=-145685.1866 total_charge=+3 homo_ev=-7.37 gap_ev=2.889 e_lumo_ev=-4.4849
C -3.562 -11.263 -4.413 -0.1 0.6 1.1 -0.054
O -2.131 -11.241 -4.224 0.4 -1.2 0.1 -0.199
C -1.444 -10.453 -5.154 0.4 0.0 -0.6 -0.211
C 0.048 -10.170 -4.767 -1.6 0.6 1.3 -0.038
N -0.053 -9.637 -3.343 1.4 0.4 0.5 0.074
H -0.751 -8.909 -3.283 -0.3 0.7 -0.3 0.175
H -0.508 -10.394 -2.853 0.0 -0.5 0.7 0.156
C 1.229 -9.168 -2.615 0.7 0.3 -0.3 -0.065
C 1.008 -8.614 -1.226 -1.1 -1.0 1.3 -0.207
O 0.707 -9.714 -0.381 0.0 -0.9 -1.1 -0.209
C 0.508 -9.407 0.976 -0.5 0.6 -0.1 -0.085
H -3.888 -10.263 -4.129 -0.5 0.1 -0.4 0.096
H -3.998 -11.948 -3.685 0.4 -0.1 0.1 0.091
H -3.983 -11.574 -5.370 0.8 0.2 -0.4 0.099
H -2.030 -9.537 -5.225 0.4 0.6 -0.3 0.133
H -1.398 -10.911 -6.142 -0.2 -0.1 -0.2 0.134
H 0.435 -9.374 -5.403 0.1 -0.3 0.0 0.138
H 0.703 -11.036 -4.664 -0.2 0.0 -0.5 0.140
H 1.747 -8.377 -3.158 -0.7 0.1 -0.7 0.134
H 1.969 -9.968 -2.610 -0.5 -0.4 0.1 0.140
H 0.170 -7.917 -1.200 -0.3 0.3 -0.3 0.131
H 1.825 -8.058 -0.766 0.6 0.0 -0.7 0.139
H 1.459 -9.134 1.434 -0.1 0.0 0.3 0.100
H 0.027 -10.247 1.477 0.4 -0.1 -0.1 0.096
H -0.211 -8.589 1.012 0.1 0.4 0.4 0.090
C 4.847 2.035 -7.987 0.6 1.2 1.6 -0.118
O 4.574 0.688 -7.877 0.1 -2.5 -2.7 -0.191
C 4.494 0.103 -9.199 -1.9 -0.1 0.7 -0.156
C 3.061 0.389 -9.854 0.9 -1.6 0.8 -0.031
N 1.940 0.075 -8.808 1.2 -0.5 -1.8 0.087
H 2.041 0.744 -8.059 0.0 0.3 0.4 0.164
H 1.061 0.220 -9.284 -0.4 0.5 -0.1 0.172
C 1.826 -1.312 -8.203 1.5 1.0 0.1 -0.080
C 1.308 -2.425 -9.050 -2.1 -0.8 -1.5 -0.196
O 1.727 -2.478 -10.416 1.5 1.4 1.3 -0.198
C 1.261 -3.540 -11.199 0.0 -0.7 -0.4 -0.093
H 5.220 2.209 -6.978 -0.3 1.1 0.0 0.108
H 3.929 2.575 -8.217 0.2 0.5 0.0 0.096
H 5.668 2.285 -8.658 -0.1 -0.1 -0.3 0.101
H 4.644 -0.968 -9.064 -0.4 -0.1 0.1 0.118
H 5.268 0.350 -9.924 0.1 0.8 0.3 0.130
H 2.945 -0.344 -10.652 -0.2 0.0 0.0 0.113
H 2.865 1.376 -10.273 0.2 0.1 0.5 0.130
H 1.155 -1.045 -7.387 0.1 -1.1 0.3 0.152
H 2.814 -1.632 -7.871 0.0 0.7 0.4 0.132
H 0.221 -2.356 -9.077 -0.4 0.0 0.1 0.131
H 1.513 -3.345 -8.503 0.3 -0.2 0.0 0.139
H 1.816 -3.576 -12.137 -0.1 0.7 -0.1 0.097
H 0.199 -3.408 -11.402 -0.1 -0.4 0.0 0.099
H 1.522 -4.520 -10.798 -0.5 -0.1 0.6 0.094
C 12.605 2.303 5.501 -0.8 -1.7 1.3 -0.002
O 12.400 1.043 6.327 0.6 2.7 -0.6 -0.224
C 11.236 1.191 7.116 0.2 -1.8 1.3 -0.210
C 11.598 0.739 8.591 -0.6 -0.6 -1.5 -0.049
N 12.460 -0.531 8.514 -1.6 1.8 1.8 0.060
H 11.740 -1.193 8.260 0.5 -0.9 -0.9 0.180
H 13.158 -0.312 7.819 0.5 -0.7 -0.6 0.149
C 13.020 -0.955 9.855 1.3 -1.2 -1.4 -0.045
C 13.849 -2.259 9.602 0.7 -0.6 0.0 -0.186
O 14.791 -2.164 8.528 0.1 0.7 0.2 -0.206
C 15.703 -3.265 8.551 0.6 0.1 -0.1 -0.093
H 13.604 2.283 5.066 -0.3 -0.1 0.0 0.086
H 12.473 3.155 6.168 0.2 0.0 -0.1 0.088
H 11.770 2.254 4.803 0.4 0.4 -0.4 0.090
H 10.500 0.531 6.655 -0.3 -0.3 0.4 0.132
H 10.698 2.134 7.221 0.7 0.6 -0.4 0.132
H 10.669 0.371 9.026 0.1 0.6 0.6 0.140
H 12.109 1.516 9.159 -0.1 -0.2 0.0 0.137
H 12.217 -1.137 10.569 0.0 0.0 -0.2 0.145
H 13.653 -0.138 10.199 0.0 -0.1 0.0 0.138
H 13.316 -3.174 9.341 -1.2 0.3 0.3 0.131
H 14.394 -2.559 10.497 -0.1 0.5 0.5 0.128
H 16.471 -3.183 9.320 -0.3 0.3 0.5 0.093
H 16.305 -3.269 7.642 -0.5 0.1 -0.3 0.090
H 15.216 -4.231 8.681 -0.3 0.0 -0.1 0.095
C -4.296 6.935 -11.449 0.5 -0.1 -1.4 -0.111
O -5.454 7.539 -10.981 -0.5 -0.5 1.1 -0.150
C -5.458 7.823 -9.606 -2.0 0.4 0.0 -0.208
C -6.268 6.837 -8.808 -0.5 -0.7 0.2 -0.090
N -5.520 5.514 -8.675 -0.2 1.1 0.3 0.067
H -5.545 5.010 -9.550 -0.6 -0.2 -0.4 0.169
H -4.546 5.781 -8.636 0.6 0.2 0.3 0.154
C -5.735 4.588 -7.502 -0.3 -0.3 -0.8 -0.049
C -7.217 4.224 -7.250 1.0 0.4 0.0 -0.199
O -7.999 5.363 -6.985 0.5 -0.2 -0.4 -0.185
C -9.226 4.968 -6.433 -1.1 0.0 0.7 -0.098
H -3.648 7.753 -11.763 0.6 -0.4 -0.1 0.107
H -4.578 6.320 -12.303 0.1 0.2 -0.3 0.098
H -3.783 6.235 -10.790 0.1 0.2 0.6 0.078
H -6.145 8.666 -9.531 0.6 0.7 0.2 0.143
H -4.509 8.012 -9.105 0.3 0.2 -0.4 0.148
H -7.247 6.641 -9.244 0.2 -0.2 -0.3 0.142
H -6.531 7.233 -7.827 0.6 -0.2 0.2 0.140
H -5.150 4.999 -6.679 -0.5 0.0 0.2 0.150
H -5.195 3.740 -7.924 -0.2 -0.6 0.9 0.136
H -7.279 3.538 -6.405 0.3 -0.1 0.2 0.132
H -7.570 3.660 -8.113 -0.3 0.0 -0.3 0.133
H -9.085 4.429 -5.496 0.2 -0.1 0.1 0.094
H -9.825 4.323 -7.076 0.2 -0.1 -0.4 0.097
H -9.850 5.828 -6.191 0.3 0.2 -0.2 0.100
C -9.107 -6.333 0.298 -0.2 -2.0 -0.6 -0.056
O -7.885 -6.817 0.967 -1.0 0.2 0.0 -0.182
C -8.150 -7.429 2.227 0.2 0.3 0.1 -0.207
C -7.050 -8.420 2.716 -0.5 1.3 0.1 -0.075
N -6.700 -9.398 1.615 1.3 -0.1 0.6 0.088
H -7.578 -9.821 1.352 -0.2 -0.4 -0.3 0.171
H -6.396 -8.825 0.841 -0.1 0.3 -0.6 0.162
C -5.622 -10.529 1.809 -1.4 -0.1 1.8 -0.022
C -5.904 -11.271 3.150 0.6 0.2 0.2 -0.214
O -5.638 -10.486 4.321 0.9 -0.5 -2.0 -0.206
C -5.925 -11.210 5.511 -1.7 1.2 0.1 -0.072
H -9.828 -5.614 0.688 1.1 0.7 1.0 0.092
H -9.750 -7.212 0.241 -0.1 -0.3 -0.3 0.075
H -8.883 -6.076 -0.737 0.5 0.1 0.3 0.094
H -9.081 -7.988 2.314 -0.5 0.0 -0.8 0.121
H -8.279 -6.615 2.940 0.4 -0.2 0.5 0.141
H -7.504 -8.936 3.561 0.4 -0.2 -0.1 0.131
H -6.186 -7.852 3.061 0.3 -0.5 -0.2 0.147
H -4.591 -10.178 1.760 -0.4 0.7 0.1 0.134
H -5.765 -11.236 0.991 -0.2 0.1 0.0 0.128
H -5.299 -12.178 3.136 0.6 0.0 0.0 0.126
H -6.896 -11.720 3.178 -0.7 0.5 -0.1 0.126
H -7.010 -11.114 5.554 -0.4 -0.9 0.4 0.089
H -5.629 -10.590 6.357 0.7 -0.4 -0.1 0.106
H -5.615 -12.255 5.525 0.3 0.2 0.0 0.099
C 10.704 -2.560 -2.268 1.3 0.5 -1.3 -0.085
O 11.471 -2.389 -1.125 1.6 -2.1 3.1 -0.212
C 12.064 -1.149 -0.884 -0.7 1.2 -0.7 -0.200
C 13.051 -1.033 0.331 -1.2 -2.7 0.0 -0.032
N 14.072 -2.181 0.216 1.2 1.4 1.4 0.089
H 13.623 -3.085 0.193 -0.7 -0.2 0.1 0.165
H 14.556 -2.118 -0.668 0.4 0.3 -0.4 0.170
C 15.156 -2.261 1.360 0.2 0.2 -0.4 -0.039
C 15.953 -1.010 1.730 -0.4 0.9 -0.3 -0.229
O 16.712 -0.435 0.682 -1.1 -1.4 -0.3 -0.159
C 17.390 0.715 1.061 1.0 1.4 0.9 -0.112
H 10.093 -1.668 -2.404 -0.6 -0.4 -0.3 0.099
H 10.240 -3.545 -2.316 -0.5 0.4 0.8 0.105
H 11.445 -2.644 -3.063 -0.2 0.4 -0.8 0.091
H 11.165 -0.552 -0.730 0.5 1.2 0.4 0.135
H 12.555 -0.801 -1.792 0.3 0.2 -0.2 0.129
H 12.495 -1.311 1.226 -0.1 0.1 0.1 0.135
H 13.558 -0.096 0.561 0.0 0.0 -0.8 0.134
H 15.823 -3.066 1.051 -0.1 0.0 -0.1 0.139
H 14.674 -2.538 2.297 -0.4 -0.3 -0.3 0.137
H 16.553 -1.229 2.613 0.6 -0.7 -0.1 0.137
H 15.305 -0.266 2.192 -0.6 0.4 -0.4 0.119
H 17.686 0.661 2.108 0.4 -0.3 0.1 0.091
H 16.849 1.661 1.025 -0.8 -0.1 -0.4 0.092
H 18.274 0.903 0.452 0.0 -0.6 -0.1 0.103
C -11.643 11.238 7.412 0.7 1.4 0.0 -0.086
C -10.831 11.149 6.111 -1.0 0.2 -0.8 -0.211
C -11.713 11.767 5.001 0.8 -0.2 -0.2 -0.130
N -11.105 11.782 3.562 0.0 0.2 -0.2 -0.203
C -10.597 10.374 3.063 -1.5 1.0 -0.2 -0.071
C -10.286 10.446 1.572 -0.5 0.0 -0.3 -0.151
C -11.503 11.005 0.752 1.1 -1.2 0.2 -0.179
C -11.968 12.325 1.240 0.4 1.0 -0.1 -0.209
C -12.283 12.347 2.705 0.9 -0.5 -0.3 -0.112
C -9.912 12.771 3.492 -1.3 0.4 1.5 0.044
H -11.891 12.295 7.510 -0.1 0.2 0.2 0.075
H -10.990 11.054 8.265 -0.3 -0.5 0.0 0.088
H -12.611 10.740 7.454 0.4 -0.5 -0.1 0.085
H -10.557 10.118 5.887 0.0 0.0 -0.1 0.110
H -9.927 11.757 6.162 0.1 -0.2 0.4 0.108
H -11.959 12.810 5.197 0.5 0.2 0.2 0.128
H -12.713 11.334 4.987 0.2 -0.7 -0.5 0.130
H -11.476 9.751 3.224 0.1 -0.3 0.1 0.135
H -9.763 10.030 3.676 -0.1 0.3 0.1 0.137
H -10.057 9.452 1.188 -0.2 -0.2 0.3 0.121
H -9.334 10.954 1.422 -0.2 0.5 -0.2 0.112
H -12.330 10.299 0.820 0.0 -0.3 0.0 0.120
H -11.224 11.089 -0.298 0.0 -0.1 0.0 0.121
H -12.894 12.602 0.737 0.1 0.3 -0.2 0.133
H -11.185 13.046 1.009 -0.2 0.4 -0.1 0.122
H -13.195 11.760 2.807 0.2 -0.2 0.8 0.138
H -12.459 13.379 3.010 0.0 -0.2 0.4 0.136
H -9.298 12.612 4.379 0.3 -0.5 -0.5 0.100
H -10.348 13.746 3.711 -0.1 0.1 -0.4 0.106
H -9.342 12.834 2.565 -0.4 -0.6 0.1 0.106
C -3.351 3.051 0.528 -0.4 -0.5 -0.2 -0.084
C -2.843 1.555 0.618 0.7 1.5 0.3 -0.187
C -1.865 1.398 1.837 0.1 -1.3 -0.4 -0.094
N -0.954 0.153 1.891 1.5 -2.0 -1.0 -0.228
C 0.153 0.001 0.756 0.9 0.8 0.2 -0.086
C 1.296 1.073 0.838 -1.2 -0.2 0.6 -0.152
C 2.003 1.010 2.219 -0.6 -0.6 0.0 -0.180
C 1.004 1.150 3.394 -0.3 0.6 -0.4 -0.145
C -0.218 0.157 3.290 0.3 0.5 -0.7 -0.058
C -1.856 -1.127 1.746 1.0 1.4 1.0 0.038
H -3.914 3.402 1.393 0.3 -0.2 0.3 0.076
H -4.061 3.187 -0.288 -0.1 -0.5 -0.2 0.067
H -2.596 3.796 0.275 0.5 -0.3 0.4 0.079
H -2.369 1.360 -0.344 0.3 -0.2 0.1 0.101
H -3.679 0.858 0.685 0.0 0.1 0.3 0.101
H -2.445 1.142 2.724 -0.2 0.9 0.1 0.127
H -1.152 2.203 2.013 -0.6 0.3 -0.1 0.128
H -0.312 -0.039 -0.229 -0.4 0.4 0.2 0.120
H 0.711 -0.934 0.800 -0.8 -0.5 0.9 0.122
H 0.795 2.006 0.580 0.3 0.6 0.6 0.110
H 2.033 0.988 0.040 -0.2 -0.6 -0.1 0.117
H 2.866 1.676 2.229 -0.4 0.5 0.3 0.114
H 2.490 0.049 2.389 -0.1 -0.5 -0.6 0.109
H 0.789 2.215 3.486 -1.0 0.0 -0.3 0.111
H 1.479 1.019 4.367 0.1 -0.7 -0.1 0.121
H -1.014 0.291 4.023 0.1 0.5 0.0 0.130
H 0.148 -0.845 3.512 0.1 -0.2 -0.6 0.132
H -2.507 -1.126 2.620 -0.3 0.1 -0.2 0.110
H -1.230 -2.015 1.837 0.0 0.2 -0.4 0.103
H -2.406 -1.025 0.810 0.2 -0.3 0.2 0.096
C -5.096 -4.379 -5.210 0.0 0.6 -0.8 -0.050
C -4.153 -5.185 -4.330 0.4 -0.3 0.9 -0.888
O -2.992 -4.850 -4.118 3.1 2.9 -1.4 -0.118
O -4.528 -6.161 -3.700 -3.5 -3.0 0.6 -0.107
H -5.855 -4.924 -5.772 0.0 -0.5 0.5 0.057
H -4.547 -3.840 -5.982 0.3 0.1 0.1 0.049
H -5.609 -3.619 -4.621 0.0 -0.1 0.2 0.061
C 1.030 7.000 -3.659 0.0 -0.1 -0.1 -0.060
C 0.556 5.878 -4.591 -1.1 -0.5 -2.0 -0.781
O 0.499 4.666 -4.221 0.4 1.1 0.4 -0.154
O 0.202 6.280 -5.757 0.4 -0.3 1.2 -0.176
H 1.853 7.529 -4.139 0.4 -0.4 0.2 0.059
H 1.262 6.619 -2.664 0.2 0.2 0.0 0.055
H 0.302 7.810 -3.607 -0.4 -0.3 0.2 0.059
C 5.125 -4.534 6.738 0.9 -0.2 -0.1 -0.049
C 6.676 -4.508 6.782 0.9 0.4 2.1 -0.854
O 7.373 -4.781 5.819 0.0 -0.8 -3.6 -0.110
O 7.243 -4.237 7.867 -1.1 0.7 1.6 -0.144
H 4.805 -5.416 7.293 -0.1 0.0 0.0 0.059
H 4.812 -4.631 5.699 -0.3 0.2 0.1 0.045
H 4.728 -3.665 7.262 -0.1 0.0 -0.2 0.055
C -5.350 -5.713 8.205 -0.1 -1.7 -0.2 -0.080
C -4.404 -4.575 8.136 1.4 2.5 1.3 -0.849
O -3.167 -4.773 8.063 0.0 -1.1 -0.8 -0.119
O -4.891 -3.453 8.422 -0.8 0.2 -0.6 -0.121
H -4.868 -6.608 7.811 0.0 -0.2 -0.1 0.045
H -6.316 -5.587 7.715 0.0 0.3 0.1 0.052
H -5.474 -5.864 9.277 -0.4 -0.1 0.0 0.072
C -2.095 8.210 5.329 -1.1 2.3 0.9 -0.605
F -2.999 7.193 5.441 1.1 0.7 -0.3 0.084
F -1.199 8.114 6.329 0.0 -0.7 -0.7 0.095
F -1.492 8.169 4.129 0.0 -0.7 0.7 0.101
S -2.920 9.979 5.515 -0.9 3.0 -0.3 0.440
O -1.908 11.047 5.573 0.4 -2.1 0.1 -0.363
O -3.706 10.106 4.306 -0.1 -1.1 -1.1 -0.388
O -3.784 10.006 6.678 0.5 -1.4 0.7 -0.364